Molecular formula: C11H22N2O3
Method: DFT, ωB97M-V with the def2-TZVPD basis set

The geometry in XYZ format:
```
38
C11H22N2O3, DFT ωB97M-V with the def2-TZVPD basis set
C -0.83702 -3.87789 -0.48773
C -0.90972 -2.69380 0.54176
C 0.43414 -2.08321 1.00983
C 1.35006 -2.77168 2.10016
C 0.05023 -0.75320 1.76591
N -0.62732 0.30952 1.07257
C -0.18157 0.81480 -0.10818
O 0.96650 0.44383 -0.47444
C -0.98067 1.59634 -0.87889
N -2.06526 2.24524 0.01314
C -0.27931 2.57681 -1.93241
C 0.55976 1.90143 -3.06938
C 0.55855 3.75434 -1.29392
C 1.24828 -0.07966 2.50282
O 1.22346 0.08435 3.71766
O 2.17870 0.37008 1.82027
H -0.85453 -3.30734 -1.54609
H -1.80503 -4.44723 -0.46347
H 0.13226 -4.38435 -0.30975
H -1.25628 -3.16049 1.38654
H -1.76646 -1.97712 0.26635
H 1.08655 -1.80254 0.22266
H 1.65883 -3.73880 1.97814
H 0.80113 -2.67256 3.06763
H 2.28427 -2.27501 2.18293
H -0.66435 -1.04026 2.68266
H -1.55060 0.71914 1.29757
H -1.63473 0.84171 -1.39385
H -2.76294 2.42287 -0.72764
H -1.84701 3.21161 0.30270
H -1.07605 2.95171 -2.50237
H 1.53738 1.37393 -2.90172
H -0.03208 1.04017 -3.41896
H 0.62347 2.58289 -4.01553
H 1.13092 4.36658 -2.00014
H 0.09367 4.16349 -0.38746
H 1.40347 3.00245 -0.81235
H 1.80931 0.29186 0.79299
```

Summary:
Orbital gap, eV: 9.338
M, g mol⁻¹: 230.31
ΔE to the lowest compared entry with this formula, charge and spin, eV: 4.0704
E_HOMO, eV: -9.1
SMILES: CC[C@H](C)[C@H](NC(=O)[C@@H](N)C(C)C)C(=O)O